# 1
{"formula": "C7H8AuCl2O4Ru", "method": "wB97M-V/def2-TZVPD", "e_above_lowest_ev": 0.000, "e_homo_ev": [-23.2, -24.4], "mol_weight_g_mol": 525.1, "homo_lumo_gap_ha": [0.300, 0.129], "spin_multiplicity": 8, "e_lumo_ev": [-15.08, -20.92], "charge": 4, "symbols": ["Au", "Ru", "Cl", "Cl", "C", "C", "C", "O", "O", "O", "C", "C", "C", "O", "C", "H", "H", "H", "H", "H", "H", "H", "H"], "positions_angstrom": [[0.06312, -1.50693, -3.69482], [-0.79929, 1.18059, 0.43332], [-0.34683, -1.63197, -1.47125], [-1.57108, 3.24605, 0.76236], [0.98581, 1.26842, 0.64895], [0.41540, -2.54435, -5.35534], [0.26976, -0.41428, -5.33453], [2.17143, 1.21929, 0.69436], [0.63151, -3.22407, -6.26479], [0.37734, 0.35750, -6.18733], [-0.98631, 0.09592, 4.11586], [-0.32816, -1.21744, 3.70691], [-0.53604, -1.32008, 2.17499], [-1.38261, -0.21951, 1.76125], [-1.93395, 0.44231, 2.96185], [-1.52651, 0.03988, 5.07060], [-0.25017, 0.88592, 4.24311], [-0.83162, -2.07858, 4.18753], [0.71038, -1.29735, 3.98042], [0.40712, -1.24430, 1.61194], [-1.08117, -2.20568, 1.87674], [-2.92017, -0.02200, 3.09459], [-2.00947, 1.50247, 2.69848]], "lowdin_spin": [0.52, 3.39, 0.15, 0.93, 0.14, 0.18, 0.17, 0.20, 0.01, 0.01, 0.21, 0.26, 0.08, 0.23, 0.05, 0.06, 0.11, 0.14, 0.07, 0.03, 0.02, 0.02, 0.01]}

=====

# 2
{"formula": "C39H28IrN6O5P", "method": "wB97M-V/def2-TZVPD", "e_above_lowest_ev": 3.658, "e_homo_ev": [-9.9, -9.9], "mol_weight_g_mol": 883.9, "homo_lumo_gap_ha": [0.211, 0.210], "spin_multiplicity": 2, "e_lumo_ev": [-4.13, -4.15], "charge": 1, "symbols": ["Ir", "O", "C", "O", "C", "C", "C", "C", "C", "C", "P", "C", "C", "C", "C", "C", "C", "C", "C", "C", "C", "C", "C", "H", "H", "H", "H", "H", "H", "H", "H", "H", "H", "H", "H", "H", "H", "C", "O", "C", "C", "C", "C", "C", "C", "N", "N", "C", "C", "C", "C", "O", "C", "N", "C", "C", "C", "C", "H", "H", "H", "H", "H", "H", "H", "H", "H", "H", "H", "H", "N", "C", "O", "C", "C", "N", "C", "N", "H", "H"], "positions_angstrom": [[1.20149, 0.56656, 1.24049], [1.11337, 2.67689, 1.17846], [0.03216, 3.25872, 1.04797], [-1.01350, 2.59847, 0.59421], [-0.25495, 4.65666, 1.38588], [0.69695, 5.59188, 1.76622], [0.26263, 6.86912, 2.07331], [-1.09532, 7.17560, 2.02297], [-2.04542, 6.21655, 1.68825], [-1.62241, 4.94323, 1.34984], [-2.47410, 3.31818, 1.06109], [-3.40235, 1.73438, 1.40256], [-2.33622, -0.79764, 2.69021], [-3.72742, -1.13711, 3.17139], [-4.94227, -0.66890, 2.80809], [-5.38573, 0.29170, 1.83842], [-4.68757, 1.31063, 1.18956], [-3.19416, 3.69733, -0.58503], [-3.40337, 2.61254, -1.44465], [-3.79103, 2.81365, -2.75829], [-3.99263, 4.10261, -3.23256], [-3.80084, 5.18598, -2.39121], [-3.39510, 4.98602, -1.07925], [1.74164, 5.31636, 1.82493], [0.97496, 7.62845, 2.36461], [-1.41911, 8.18069, 2.26066], [-3.09704, 6.47262, 1.71261], [-1.65857, -1.54297, 3.11860], [-3.73135, -1.84637, 3.99023], [-5.76463, -1.13829, 3.33898], [-6.43767, 0.21777, 1.59035], [-5.22567, 1.82294, 0.39675], [-3.23219, 1.60513, -1.08580], [-3.93603, 1.96598, -3.41530], [-4.29336, 4.26141, -4.25978], [-3.95819, 6.19190, -2.75703], [-3.23645, 5.84500, -0.44632], [1.57194, -6.04577, -5.30572], [2.09595, -4.80200, -4.85984], [2.97798, -4.82063, -3.83761], [3.38473, -5.97242, -3.17469], [4.30872, -5.87054, -2.14212], [4.79163, -4.63904, -1.73644], [4.40464, -3.48632, -2.43108], [3.50997, -3.57776, -3.47074], [5.73640, -4.68132, -0.65405], [6.03009, -3.68980, 0.03138], [5.20546, -2.59215, 0.33713], [5.84431, -1.38614, 0.51749], [5.13633, -0.18644, 0.69658], [3.77106, -0.20991, 0.75837], [3.01435, 0.88982, 0.88103], [3.11301, -1.44658, 0.73149], [1.76124, -1.36537, 0.93006], [1.05927, -2.48895, 0.96868], [1.66924, -3.74098, 0.86884], [3.02591, -3.83305, 0.67770], [3.78969, -2.66155, 0.55081], [0.92586, -5.81304, -6.14605], [0.98823, -6.52892, -4.51907], [2.37129, -6.71191, -5.63491], [3.00759, -6.94310, -3.45885], [4.65262, -6.75631, -1.62276], [4.83474, -2.52698, -2.18020], [3.21085, -2.70430, -4.03486], [6.92438, -1.38077, 0.45443], [5.64790, 0.76348, 0.77715], [-0.00236, -2.39204, 1.09805], [1.06228, -4.62969, 0.96236], [3.50338, -4.80152, 0.65007], [-2.84426, -1.61286, 0.43682], [-2.01726, -0.89288, 1.19282], [-0.97313, -0.42064, 0.71026], [-1.87533, 0.55875, 3.14937], [-0.54647, 0.67253, 3.28608], [0.64744, 0.67761, 3.21563], [-2.54968, 1.70700, 2.61612], [-2.23461, 2.95023, 2.80229], [-3.72976, -1.91535, 0.81078], [-2.67420, -1.67607, -0.55419]], "lowdin_spin": [-0.01, 0.00, 0.00, 0.01, 0.00, 0.00, 0.00, 0.00, 0.00, 0.00, 0.01, 0.25, 0.02, 0.19, 0.01, 0.29, -0.01, 0.00, 0.00, 0.00, 0.00, 0.00, 0.00, 0.00, 0.00, 0.00, 0.00, 0.00, 0.01, 0.00, 0.02, -0.01, 0.00, 0.00, 0.00, 0.00, 0.00, 0.00, 0.00, 0.00, 0.00, 0.00, 0.00, 0.00, 0.00, 0.00, 0.00, 0.00, 0.00, 0.00, 0.00, 0.00, 0.00, 0.00, 0.00, 0.00, 0.00, 0.00, 0.00, 0.00, 0.00, 0.00, 0.00, 0.00, 0.00, 0.00, 0.00, 0.00, 0.00, 0.00, 0.00, 0.01, 0.01, 0.02, 0.00, 0.01, 0.01, 0.16, 0.00, 0.00]}

=====

# 3
{"formula": "C21H23NO6", "method": "wB97M-V/def2-TZVPD", "e_above_lowest_ev": 1.451, "smiles": "COc1ccc(NC(=O)CCCC(=O)OCC(=O)c2cccc(OC)c2)cc1", "e_homo_ev": -7.9, "mol_weight_g_mol": 385.4, "homo_lumo_gap_ha": 0.300, "e_lumo_ev": 0.23, "symbols": ["C", "O", "C", "C", "C", "C", "N", "C", "O", "C", "C", "C", "C", "O", "O", "C", "C", "O", "C", "C", "C", "C", "C", "O", "C", "C", "C", "C", "H", "H", "H", "H", "H", "H", "H", "H", "H", "H", "H", "H", "H", "H", "H", "H", "H", "H", "H", "H", "H", "H", "H"], "positions_angstrom": [[-4.03856, -1.52675, -1.52045], [-3.37434, -1.81688, -0.31467], [-2.00937, -1.78455, -0.30031], [-1.20458, -1.43428, -1.37578], [0.17375, -1.41762, -1.24350], [0.77274, -1.74530, -0.03439], [2.15819, -1.74023, 0.16156], [3.13394, -1.23851, -0.64254], [2.94125, -0.75137, -1.73622], [4.52407, -1.39685, -0.04006], [4.78714, -0.44967, 1.13775], [5.04817, 0.98602, 0.68539], [3.87176, 1.63878, -0.00713], [3.96629, 2.47971, -0.86001], [2.70630, 1.19887, 0.47659], [1.53967, 1.67013, -0.17830], [0.32544, 1.31514, 0.66108], [0.44025, 0.83398, 1.76454], [-0.99297, 1.59470, 0.04746], [-1.14675, 2.21177, -1.19141], [-2.42069, 2.43878, -1.68445], [-3.53514, 2.05575, -0.96604], [-3.39560, 1.42919, 0.27677], [-4.54765, 1.08957, 0.90102], [-4.46909, 0.34963, 2.09921], [-2.11964, 1.20685, 0.77545], [-0.03679, -2.11351, 1.03973], [-1.40575, -2.13292, 0.90919], [-5.10095, -1.60930, -1.29689], [-3.82004, -0.51083, -1.86480], [-3.77448, -2.24402, -2.30416], [-1.63441, -1.16549, -2.32725], [0.78675, -1.14868, -2.08740], [2.44080, -2.04204, 1.08357], [5.25146, -1.20729, -0.83095], [4.63798, -2.43139, 0.29284], [3.94149, -0.45782, 1.82747], [5.66932, -0.80166, 1.67769], [5.28564, 1.60395, 1.55575], [5.89737, 1.03354, 0.00170], [1.60856, 2.75622, -0.31854], [1.48160, 1.19341, -1.16429], [-0.29238, 2.51927, -1.77056], [-2.54603, 2.91882, -2.64341], [-4.53128, 2.23013, -1.34238], [-3.95757, 0.91190, 2.88606], [-5.50005, 0.16753, 2.39795], [-3.96167, -0.60437, 1.93435], [-1.95328, 0.72945, 1.72764], [0.41324, -2.37384, 1.98652], [-2.03410, -2.41793, 1.73863]], "mulliken_charge": [-0.88, -0.41, 0.54, -0.39, -0.49, 0.23, 0.11, 0.50, -0.64, -1.15, -0.59, -0.74, 0.58, -0.62, -0.20, -1.15, 0.74, -0.64, -0.14, -0.56, -0.92, -0.65, 0.59, -0.45, -0.72, 0.18, -0.47, -0.68, 0.23, 0.30, 0.37, 0.41, 0.48, 0.23, 0.38, 0.40, 0.37, 0.37, 0.32, 0.37, 0.85, 0.44, 0.46, 0.40, 0.49, 0.35, 0.27, 0.19, 0.60, 0.34, 0.42]}

=====

# 4
{"formula": "C27H23ClN2O3SSr", "method": "wB97M-V/def2-TZVPD", "e_homo_ev": -6.2, "mol_weight_g_mol": 578.6, "homo_lumo_gap_ha": 0.184, "e_lumo_ev": -1.15, "symbols": ["Sr", "O", "C", "C", "O", "O", "C", "C", "C", "C", "C", "C", "C", "C", "C", "C", "C", "C", "H", "H", "H", "H", "H", "H", "H", "H", "H", "H", "H", "N", "C", "S", "C", "C", "C", "N", "C", "C", "H", "H", "H", "H", "H", "H", "Cl", "C", "C", "C", "C", "C", "C", "C", "H", "H", "H", "H", "H", "H"], "positions_angstrom": [[-1.08994, -0.91888, -0.64200], [1.20306, -0.83638, -0.65810], [1.78006, -0.74198, 0.65740], [0.63626, -0.56908, 1.74760], [1.00926, -0.32338, 2.87580], [-0.54164, -0.69138, 1.33960], [2.52386, -2.03588, 0.92680], [1.87746, -3.11488, 1.51740], [2.53776, -4.32138, 1.67480], [3.84016, -4.46778, 1.23070], [4.48786, -3.39948, 0.63230], [3.83126, -2.19228, 0.47380], [2.62216, 0.49302, 0.81870], [2.46486, 1.60062, -0.00690], [3.13886, 2.77902, 0.27160], [3.97006, 2.86222, 1.37540], [4.14956, 1.75342, 2.18410], [3.48226, 0.57512, 1.91090], [1.94986, -0.91608, -1.26610], [0.86366, -3.00328, 1.87630], [2.03206, -5.15248, 2.14250], [4.34736, -5.41398, 1.34330], [5.50436, -3.50938, 0.28310], [4.34096, -1.35598, 0.01130], [1.80246, 1.56102, -0.86370], [3.00606, 3.64072, -0.36750], [4.47646, 3.79042, 1.60340], [4.80296, 1.81002, 3.04230], [3.60296, -0.28338, 2.55010], [-0.45914, 6.80192, 0.09490], [-0.95954, 6.14112, -0.95900], [-1.52184, 6.99522, -2.25370], [-1.00114, 4.67262, -0.93680], [-1.48034, 3.98672, -2.05760], [-1.52184, 2.60702, -2.04180], [-1.12864, 1.87942, -1.00320], [-0.68634, 2.51812, 0.07150], [-0.59714, 3.89812, 0.15220], [-0.45924, 7.80872, 0.05250], [-0.11244, 6.35272, 0.92310], [-1.81224, 4.54262, -2.92100], [-1.88684, 2.05342, -2.89910], [-0.38774, 1.89212, 0.90190], [-0.21594, 4.33272, 1.06200], [-5.76014, -6.51498, -1.40850], [-5.18364, -4.88388, -1.30630], [-5.45984, -4.12048, -0.18480], [-4.97394, -2.82918, -0.10300], [-4.19754, -2.27648, -1.12780], [-3.66244, -0.91898, -1.04300], [-3.96964, -3.06638, -2.26020], [-4.43864, -4.35738, -2.35260], [-6.05604, -4.53548, 0.61480], [-5.19104, -2.23738, 0.77560], [-4.09804, -0.36368, -0.21170], [-3.83194, -0.37768, -1.97210], [-3.36904, -2.66128, -3.06570], [-4.23004, -4.95778, -3.22550]], "mulliken_charge": [1.92, -0.73, 2.83, 0.09, -0.66, -1.20, -0.22, -0.55, -0.96, -0.42, -0.87, -0.01, -0.18, -0.53, -0.91, -0.45, -1.07, -0.18, 0.38, 0.48, 0.42, 0.42, 0.40, 0.42, 0.41, 0.47, 0.42, 0.40, 0.53, -0.29, 0.24, -0.40, 1.12, -0.47, -0.86, 0.07, -0.79, -0.73, 0.20, 0.17, 0.44, 0.43, 0.63, 0.31, -0.25, 0.34, -0.55, -0.55, 1.20, -2.09, -0.45, -0.63, 0.39, 0.33, 0.42, 0.36, 0.35, 0.39]}

=====

# 5
{"formula": "C17H15NO3", "method": "wB97M-V/def2-TZVPD", "e_above_lowest_ev": 4.602, "e_homo_ev": -6.4, "mol_weight_g_mol": 281.3, "homo_lumo_gap_ha": 0.147, "e_lumo_ev": -2.45, "symbols": ["O", "C", "N", "C", "O", "C", "C", "C", "C", "C", "C", "C", "C", "C", "O", "C", "C", "C", "C", "C", "C", "H", "H", "H", "H", "H", "H", "H", "H", "H", "H", "H", "H", "H", "H", "H"], "positions_angstrom": [[3.39158, -1.34941, -0.40149], [4.56467, -1.26933, -0.12746], [5.74573, -1.19537, 0.14378], [-4.15037, -3.73794, 2.76909], [-3.15812, -4.19911, 1.82051], [-2.23897, -3.32069, 1.34671], [-1.33080, -3.80716, 0.36734], [-0.41970, -2.95936, -0.20326], [-0.36318, -1.57360, 0.14451], [0.54813, -0.74106, -0.54507], [0.45903, 0.65250, -0.72828], [1.58410, 1.32748, -1.29758], [1.57172, 2.69493, -1.41907], [0.44722, 3.43563, -0.96580], [0.60520, 4.78386, -1.03500], [1.95657, 5.03511, -1.58320], [2.58063, 3.67503, -1.92799], [-0.70508, 2.79877, -0.47314], [-0.70920, 1.42824, -0.41018], [-1.21987, -1.12779, 1.19441], [-2.15205, -1.96906, 1.77305], [-4.73296, -4.63330, 2.98411], [-3.68078, -3.35928, 3.68742], [-4.79276, -2.96186, 2.33019], [-1.39578, -4.85582, 0.08731], [0.26935, -3.31850, -0.96659], [1.38800, -1.23542, -1.02096], [2.45514, 0.75363, -1.61594], [1.83537, 5.68744, -2.45647], [2.53120, 5.56478, -0.81097], [3.55923, 3.55147, -1.45171], [2.71952, 3.59417, -3.01312], [-1.54936, 3.40598, -0.16597], [-1.61915, 0.91201, -0.11078], [-1.15973, -0.09931, 1.54532], [-2.83453, -1.58768, 2.53628]], "mulliken_charge": [-0.74, 0.46, -0.73, -0.81, -0.43, 0.93, -0.67, -0.57, 0.46, -0.60, 0.71, -0.74, 0.79, 0.25, -0.50, -0.34, -0.63, -1.08, -0.80, -0.84, -0.34, 0.25, 0.34, 0.35, 0.43, 0.42, 0.46, 0.50, 0.28, 0.27, 0.32, 0.25, 0.44, 0.85, 0.70, 0.36]}

=====

- Number 3 is which compound?
  C21H23NO6